No. 1
Molecular formula: C36H69Br2F3O16
Method: DFT, ωB97M-V/def2-TZVPD

Structure (XYZ):
```
126
Properties=species:S:1:pos:R:3:forces:R:3
C -3.285941 3.953634 -3.162294 -0.373 0.231 0.191
C -4.898587 3.992214 -3.010659 0.267 -0.484 0.309
C -5.466278 2.656448 -2.271933 0.253 1.037 -1.433
O -4.475109 2.215016 -1.315940 -1.334 -0.987 -0.039
C -5.046600 1.345877 -0.302524 -0.088 0.775 1.483
C -3.935454 0.313519 0.312940 -1.923 3.893 -2.282
C -3.051630 1.312417 1.202946 0.725 -0.801 0.445
C -1.651994 0.726425 1.721005 0.004 0.173 1.241
C -1.750852 -0.615486 2.600063 0.472 -0.078 0.600
C -2.925613 -0.628049 3.695632 0.401 -0.611 0.205
O -3.289479 -1.998970 4.083873 0.803 0.711 -0.671
O -4.788981 -0.620150 1.018851 3.284 -2.015 -1.423
C -4.199050 -1.897547 0.743520 -0.969 -1.535 1.802
O -4.603484 -2.908684 1.336793 2.180 3.720 -2.832
O -3.116528 -1.781006 -0.213822 -1.500 -0.024 1.797
C -3.286293 -0.481307 -0.909839 -2.135 -0.931 0.192
C -4.424156 -0.897105 -2.004119 0.207 1.077 -0.843
C -4.044333 -2.214741 -2.842352 -0.353 1.206 -0.222
C -4.984113 -3.477973 -2.583421 1.765 -0.927 -0.536
F -4.773022 -4.125950 -1.324394 -0.578 1.611 -2.456
Br -6.930875 -3.096686 -2.906536 1.409 -0.117 0.646
C -4.595800 -4.601812 -3.706338 -2.572 -1.086 0.502
F -5.313469 -5.791419 -3.301617 1.562 2.463 -1.335
F -5.100410 -4.216109 -4.980878 1.631 -1.012 2.743
Br -2.682338 -5.097975 -3.702184 -1.309 0.419 -0.326
C -1.996765 0.203952 -1.556850 0.293 -0.397 1.147
O -1.861171 -0.000747 -2.991000 1.930 -1.094 0.394
C -0.498064 -0.392288 -3.282590 3.017 2.250 -1.692
C 0.075023 -1.863576 -2.961277 -0.300 0.299 0.845
O 0.305483 0.444533 -3.779780 -3.810 -3.318 1.966
H -2.913614 2.955687 -3.577316 -0.575 1.274 0.682
H -2.827931 4.143165 -2.118358 -0.582 -0.389 -1.813
H -2.925659 4.766125 -3.891763 -0.622 -1.120 1.209
H -5.188773 4.890934 -2.365246 0.408 -1.113 -1.085
H -5.389109 4.071247 -4.054496 0.680 -0.066 1.783
H -5.634637 1.894266 -3.128181 0.226 0.756 1.599
H -6.458780 2.878743 -1.752808 1.264 -0.312 -0.682
H -6.014487 0.826612 -0.610981 1.499 0.508 0.085
H -5.321082 2.039156 0.586971 0.147 -1.148 -1.290
H -2.829802 2.283110 0.630806 -0.532 -1.563 0.516
H -3.719119 1.626900 2.094306 1.159 -0.639 -1.395
H -1.203812 1.534875 2.421043 -0.687 -1.199 -1.168
H -0.868469 0.550163 0.911223 -1.257 0.372 0.871
H -0.759010 -0.682808 3.195129 -1.545 0.008 -1.005
H -1.777409 -1.586903 1.972653 -0.208 1.660 0.742
H -2.508724 -0.151041 4.652521 -0.834 -0.437 -1.411
H -3.895522 -0.125058 3.370336 1.474 -0.470 0.312
H -2.991753 -2.633164 3.398051 -0.379 0.720 0.463
H -4.528336 -0.007624 -2.735371 0.118 -1.493 1.136
H -5.453608 -1.046030 -1.536344 1.550 0.233 -0.287
H -4.177807 -1.937525 -3.958305 0.146 -0.684 1.766
H -2.931499 -2.407090 -2.693426 -1.728 -0.342 -0.102
H -1.053818 -0.247997 -1.067702 -1.557 0.927 -0.363
H -2.083481 1.337292 -1.387505 0.218 -1.777 -0.131
H -0.708657 -2.578419 -2.537356 1.007 1.019 -0.692
H 0.884613 -1.718546 -2.151434 -1.283 -0.151 -1.264
H 0.607381 -2.334082 -3.858724 -1.021 0.997 1.122
C 2.708204 5.009234 1.154774 -0.104 0.174 0.237
O 1.866079 5.556279 2.152789 -0.025 -0.320 -0.026
C 0.489413 5.286690 1.898970 0.305 0.483 0.409
C -0.322309 5.411983 3.184563 -0.083 -0.373 -0.225
O -0.223128 4.255826 4.020565 0.236 0.221 -0.067
C 1.008385 4.110375 4.731254 -0.276 -0.046 0.240
C 1.143172 5.083486 5.896711 0.358 0.213 -0.428
O 1.560509 6.362713 5.427522 -0.239 0.012 0.006
C 1.280092 7.391323 6.356551 0.123 -0.108 -0.196
H 2.475476 5.437464 0.174602 0.034 -0.104 -0.082
H 3.741140 5.249173 1.411270 -0.116 0.070 0.024
H 2.605481 3.919116 1.126348 -0.023 -0.026 -0.151
H 0.367020 4.279639 1.485157 -0.049 -0.040 0.013
H 0.136733 6.024517 1.168848 -0.197 -0.086 -0.098
H -1.378986 5.477816 2.908249 0.056 -0.108 -0.002
H -0.079364 6.320873 3.735495 0.242 -0.004 -0.090
H 1.863150 4.162559 4.054612 0.023 0.251 0.070
H 0.987382 3.095678 5.139813 -0.110 0.078 0.016
H 1.907070 4.719831 6.594123 -0.096 -0.173 0.131
H 0.182138 5.164847 6.419618 0.019 -0.069 -0.019
H 0.201132 7.469551 6.527341 -0.007 -0.009 0.143
H 1.631225 8.336148 5.938408 0.033 -0.146 -0.027
H 1.798185 7.209317 7.303534 -0.076 0.044 0.103
C 5.709580 5.218357 6.981565 0.199 -0.164 -0.231
O 6.315358 4.809955 5.769189 -0.002 0.292 0.081
C 5.705345 5.420153 4.632409 0.377 -0.552 0.032
C 6.657697 5.388190 3.440697 -0.176 0.398 0.119
O 7.648226 6.416939 3.495581 0.024 -0.292 0.172
C 8.705858 6.210665 4.434015 0.112 0.087 -0.338
C 9.700581 5.145626 3.987647 -0.313 -0.221 0.432
O 9.193012 3.844795 4.269096 -0.061 0.002 -0.256
C 9.834486 2.844211 3.503472 -0.146 0.107 0.210
H 4.651140 4.938306 6.998908 -0.073 0.107 0.065
H 6.222601 4.718840 7.804723 -0.017 -0.041 -0.132
H 5.817344 6.300065 7.115082 -0.159 0.040 0.030
H 5.430906 6.456670 4.855113 -0.013 0.018 -0.056
H 4.800395 4.848122 4.395809 -0.157 0.157 -0.132
H 6.074195 5.597348 2.539049 0.027 0.109 0.080
H 7.112813 4.406683 3.304675 -0.009 -0.057 0.255
H 8.314471 6.010364 5.432831 0.042 -0.253 -0.056
H 9.235523 7.166529 4.485236 -0.033 -0.052 -0.125
H 10.639363 5.263566 4.541479 0.117 0.169 -0.095
H 9.895824 5.253891 2.913461 -0.007 0.062 0.034
H 9.663352 3.011060 2.434597 0.134 -0.002 -0.055
H 9.405380 1.877864 3.773546 0.007 0.132 0.067
H 10.908627 2.825319 3.713489 0.067 -0.035 -0.114
C -2.638061 -9.627108 -3.536730 0.167 -0.164 -0.171
O -2.032713 -10.045903 -4.745321 0.036 0.290 0.028
C -2.635937 -9.437239 -5.884655 0.376 -0.545 0.063
C -1.684468 -9.480971 -7.075030 -0.187 0.385 0.059
O -0.684997 -8.459983 -7.026337 0.039 -0.270 0.206
C 0.371765 -8.670513 -6.088086 0.090 0.082 -0.344
C 1.357099 -9.746091 -6.530104 -0.313 -0.230 0.434
O 0.838947 -11.040886 -6.241649 -0.056 0.016 -0.252
C 1.471131 -12.050785 -7.002880 -0.143 0.103 0.204
H -3.698174 -9.899346 -3.520001 -0.057 0.112 0.075
H -2.130268 -10.126120 -2.710075 -0.020 -0.041 -0.132
H -2.522677 -8.545739 -3.408694 -0.166 0.052 0.035
H -2.902740 -8.397410 -5.666689 0.001 0.039 -0.045
H -3.544659 -10.003360 -6.120205 -0.137 0.138 -0.134
H -2.266800 -9.270946 -7.977073 0.037 0.096 0.080
H -1.237591 -10.466830 -7.205819 -0.009 -0.050 0.251
H -0.020295 -8.862615 -5.087770 0.035 -0.261 -0.050
H 0.909632 -7.718773 -6.042184 -0.025 -0.048 -0.128
H 2.297467 -9.633288 -5.977770 0.122 0.168 -0.095
H 1.552137 -9.644827 -7.605005 -0.007 0.065 0.034
H 1.300285 -11.887905 -8.072385 0.132 -0.004 -0.053
H 1.034123 -13.012029 -6.727481 0.007 0.135 0.066
H 2.545309 -12.077732 -6.793841 0.067 -0.036 -0.112
```
Positions in Å, forces in eV/Å.

Properties
E = -219438.035 eV
HOMO energy = -9.228 eV
Maximum force = 5.4 eV/A
Charge = 0
Structure (SMILES) = CCCOC[C@@]1(CCCCO)OC(=O)O[C@]1(CC[C@@](F)(Br)C(F)(F)Br)COC(C)=O.COCCOCCOC.COCCOCCOC.COCCOCCOC
Orbital gap = 9.1 eV

No. 2
Molecular formula: C36H70BFN3O5
Method: DFT, ωB97M-V/def2-TZVPD

Structure (XYZ):
```
116
Properties=species:S:1:pos:R:3:forces:R:3
C 3.651168 -0.847133 1.296837 -0.161 0.467 -0.741
C 3.483020 0.108334 0.352163 -0.078 -0.124 1.113
C 4.508091 1.178650 0.161126 -0.044 0.505 0.591
O 5.639404 0.848313 -0.080382 -0.315 -0.071 -0.193
O 4.176102 2.485076 0.157216 -0.052 -0.199 0.198
C 3.228451 2.922741 1.137420 -0.515 0.597 0.173
C 2.048506 3.629065 0.469743 0.643 0.130 -0.528
C 1.407386 2.887934 -0.703352 -0.649 -0.165 0.181
C 0.279862 1.855165 -0.378056 0.521 0.645 0.132
C 0.164814 1.418448 1.078684 -0.017 -0.302 0.336
C -0.982280 0.401227 1.345158 -0.278 0.064 -0.002
B -1.766780 -0.048700 0.068654 -0.083 -0.245 0.020
F -2.778232 0.700928 -0.373105 0.130 0.123 -0.115
H 3.525159 -1.891386 1.031057 -1.390 0.025 0.597
H 3.935656 -0.573869 2.307796 1.404 -0.325 -0.325
H 2.584912 0.134592 -0.259238 0.684 -0.654 -1.063
H 3.752213 3.665588 1.741706 0.080 -0.115 0.084
H 2.921914 2.122747 1.811381 0.056 -0.257 -0.227
H 1.323472 3.955558 1.214450 -0.011 -0.137 0.092
H 2.478951 4.547608 0.059819 -0.096 0.048 -0.011
H 2.171393 2.410473 -1.315831 0.170 0.068 0.110
H 0.955951 3.647089 -1.343440 0.076 -0.020 -0.090
H -0.662029 2.337004 -0.646089 -0.122 -0.296 -0.160
H 0.449985 0.993374 -1.028445 -0.325 -0.103 0.010
H 1.094410 0.981150 1.443352 0.062 -0.022 -0.159
H -0.007126 2.287780 1.713861 0.012 0.080 -0.093
H -0.619416 -0.490944 1.858301 0.156 0.035 -0.006
H -1.714019 0.861086 2.017531 -0.014 -0.006 0.015
H -1.565469 -1.053827 -0.546493 0.070 0.039 -0.067
C -5.581229 0.302584 3.676543 0.111 -0.059 0.173
C -5.630179 -0.748694 2.535831 -0.206 1.347 0.615
C -7.023315 -1.381391 2.439734 -0.120 -0.548 -0.063
C -7.327701 -2.431713 3.507712 0.091 0.085 0.001
C -6.200850 -3.460765 3.589697 -0.345 0.085 -0.301
C -4.833599 -2.812529 3.804001 0.344 -0.072 1.344
N -4.571698 -1.783234 2.753201 -1.115 -1.093 -1.228
O -4.256001 -2.351829 1.634447 0.553 0.289 0.216
C -4.780697 -2.208402 5.217852 -0.085 0.238 0.004
C -3.737014 -3.870133 3.777725 0.116 -0.130 -0.394
C -5.362328 0.013573 1.246073 0.118 -0.254 -0.317
H -4.652289 0.235911 4.240600 -0.001 -0.037 -0.006
H -5.614671 1.314287 3.274925 -0.120 -0.039 -0.110
H -6.411902 0.205831 4.376487 0.033 -0.049 0.027
H -7.120438 -1.861977 1.460778 0.115 0.016 -0.026
H -7.771988 -0.587018 2.466981 0.073 0.079 -0.002
H -7.491957 -1.956833 4.478705 0.062 -0.009 0.016
H -8.263256 -2.935818 3.258464 -0.015 0.017 0.009
H -6.393156 -4.163767 4.402825 0.092 0.011 0.048
H -6.185897 -4.049865 2.667342 0.106 0.071 -0.043
H -3.831767 -1.698023 5.388142 0.011 -0.011 -0.016
H -4.868931 -3.009281 5.952036 0.052 -0.080 -0.065
H -5.584527 -1.508951 5.429131 0.019 0.024 -0.041
H -3.722156 -4.425523 2.842338 0.003 0.089 -0.042
H -3.907014 -4.583184 4.584284 -0.052 0.057 0.063
H -2.755325 -3.417589 3.926001 -0.008 0.024 -0.028
H -4.362077 0.437210 1.243527 -0.001 0.046 0.032
H -6.077661 0.830479 1.152047 -0.046 0.003 0.139
H -5.473482 -0.612932 0.362834 0.124 -0.065 0.045
C -8.368334 -2.414801 -4.007610 0.115 -0.085 0.159
C -7.713886 -1.193520 -4.706754 -1.078 -0.940 0.332
C -7.195681 -1.577871 -6.098602 0.452 0.126 -0.231
C -5.886076 -2.366733 -6.102517 -0.086 0.013 0.089
C -4.834056 -1.672547 -5.239510 -0.192 0.121 -0.431
C -5.332132 -1.399937 -3.821845 0.514 -1.115 0.946
N -6.619343 -0.641858 -3.851107 0.633 0.847 -1.685
O -6.402454 0.599934 -4.141400 -0.174 -0.023 0.579
C -5.478670 -2.740327 -3.078735 -0.256 -0.107 -0.037
C -4.288821 -0.623117 -3.031850 0.072 0.569 -0.121
C -8.823490 -0.162629 -4.882880 0.145 0.436 0.007
H -8.097201 -2.462445 -2.954390 0.037 0.014 -0.010
H -9.454867 -2.343346 -4.033458 -0.001 0.049 -0.158
H -8.096470 -3.363042 -4.472452 0.057 0.004 0.033
H -7.037385 -0.662137 -6.677027 -0.011 0.071 0.099
H -7.974077 -2.139535 -6.619802 -0.071 0.015 0.073
H -6.054734 -3.391612 -5.761138 0.019 0.016 0.061
H -5.519690 -2.448520 -7.127629 -0.023 -0.017 -0.010
H -3.928221 -2.280108 -5.189430 0.005 -0.004 0.109
H -4.548480 -0.728345 -5.714002 -0.074 0.065 0.084
H -5.873464 -2.587160 -2.073240 0.020 0.022 0.008
H -4.497679 -3.206097 -2.985960 0.060 0.105 0.015
H -6.113735 -3.460980 -3.587054 -0.033 0.037 0.005
H -4.040759 0.323426 -3.509188 -0.108 0.033 0.028
H -3.365611 -1.198864 -2.962939 -0.077 -0.159 -0.022
H -4.626980 -0.414969 -2.016801 -0.053 0.003 -0.015
H -9.197293 0.186311 -3.919097 0.024 -0.018 0.012
H -9.648653 -0.625460 -5.423945 0.016 -0.099 0.018
H -8.495885 0.700539 -5.458530 0.074 0.026 0.104
C 8.691067 1.010607 1.464090 0.150 -0.040 0.211
C 9.181289 2.118292 0.495022 -0.968 -0.868 0.626
C 9.597760 1.518286 -0.852448 0.424 0.083 -0.314
C 10.958749 0.822053 -0.855812 -0.084 0.026 0.097
C 12.029418 1.722534 -0.242691 -0.206 -0.013 -0.399
C 11.646293 2.215889 1.151633 0.608 -0.780 0.963
N 10.308373 2.880400 1.122535 0.405 0.541 -1.867
O 10.409310 4.058676 0.598662 -0.118 0.074 0.594
C 11.671682 1.028301 2.129432 -0.205 -0.128 0.003
C 12.697070 3.187887 1.674131 -0.021 0.394 -0.150
C 7.983178 3.026876 0.251860 0.018 0.470 -0.186
H 9.062086 1.175383 2.474985 0.046 0.015 -0.023
H 7.605974 1.011624 1.535560 -0.030 0.006 -0.199
H 8.990734 0.010032 1.149304 0.049 0.013 0.021
H 9.630378 2.321262 -1.595814 -0.008 0.086 0.085
H 8.819262 0.826829 -1.181091 -0.076 0.031 0.087
H 10.903239 -0.132228 -0.324748 0.020 0.028 0.054
H 11.234059 0.577707 -1.883747 -0.015 -0.021 -0.001
H 12.980876 1.189109 -0.183856 0.017 0.018 0.101
H 12.195252 2.580915 -0.901162 -0.074 0.079 0.084
H 11.359643 1.339275 3.127295 0.002 0.023 -0.004
H 12.689741 0.643888 2.198874 0.051 0.104 -0.018
H 11.048181 0.192867 1.824214 -0.041 0.037 0.002
H 12.826739 4.045964 1.018122 -0.101 0.009 0.008
H 13.656757 2.675408 1.744368 -0.032 -0.094 0.009
H 12.432099 3.550742 2.668310 -0.035 0.012 -0.015
H 7.669977 3.526587 1.171352 0.040 -0.023 0.019
H 7.148740 2.425895 -0.115530 0.239 0.033 0.138
H 8.193843 3.790199 -0.496044 0.110 0.060 0.113
```
Positions in Å, forces in eV/Å.

Properties
E = -56563.178 eV
Spin multiplicity = 4
HOMO energy (spin up / spin down) = -8.048 / -8.983 eV
Maximum force = 2.0 eV/A
Charge = 0
Orbital gap (spin up / spin down) = 8.0 / 9.0 eV